Record 1
Computed, not measured: C47H36AgClGeN2O2S as an isolated structure in a non-equilibrium geometry, with ωB97M-V with the def2-TZVPD basis set.

Calculated values
HOMO energy (alpha / beta)   -0.03 / 0.71 eV
Relative energy (zero: lowest compared OMol25 entry of this formula, charge and spin)   283.07 kcal/mol
Orbital gap (alpha / beta)   3.80 / 3.05 eV
Charge   -2
Energy   -5154.2501 a.u.

Last column: Löwdin charge in e.
Element x y z (Å)
Ag (-0.308, 1.628, 1.633)  0.6542
Ge (-2.170, 1.893, -1.427)  0.7759
Cl (5.070, 0.864, 7.023)  0.4870
S (3.897, -2.237, 1.263)  0.9471
O (0.148, 1.900, 3.772)  -0.1757
O (5.148, -2.022, 2.041)  -0.5432
N (0.307, -1.183, 3.314)  0.1133
N (-0.039, -1.257, 0.880)  0.1509
C (-3.287, 0.136, -1.590)  -0.2446
C (-1.219, 2.101, -4.209)  -0.1128
C (4.226, -3.056, -0.414)  -0.4750
C (-0.135, -3.746, 0.743)  -0.1797
C (1.469, -0.876, 3.833)  -0.1190
C (-3.894, -0.373, -2.764)  -0.1119
C (-0.527, -3.757, -0.667)  -0.0578
C (3.220, -0.107, -0.771)  -0.0283
C (-2.474, 3.078, -5.971)  -0.1427
C (-0.400, -2.544, -1.303)  -0.1294
C (3.513, 1.325, 6.179)  -0.6754
C (3.652, -4.341, -2.341)  -0.1075
C (2.888, 2.505, 6.205)  -0.1495
C (-5.760, 3.997, -0.564)  -0.1166
C (-3.087, 4.299, 0.162)  -0.1139
C (-3.540, -0.634, -0.434)  -0.1446
C (0.012, -2.483, 1.375)  -0.2955
C (3.409, 0.428, 1.604)  -0.1413
C (5.804, -3.389, -2.137)  -0.1551
C (0.114, -4.920, 2.896)  -0.1276
C (1.071, 1.577, 4.506)  -0.4943
C (4.880, -4.108, -2.921)  -0.1457
C (-0.570, 1.848, -0.423)  -0.4968
C (1.724, 0.392, 4.659)  -0.1543
C (3.500, -0.498, 0.653)  -0.3137
C (-0.127, -4.974, 1.505)  -0.0566
C (-1.369, 2.384, -5.520)  -0.1482
C (3.162, 2.184, 0.024)  -0.1322
C (-4.651, -1.576, -2.771)  -0.1408
C (-5.314, 5.113, 0.088)  -0.1480
C (-3.964, 5.292, 0.453)  -0.1286
C (2.943, 0.240, 5.506)  -0.0985
C (0.248, -2.537, 2.732)  -0.2404
C (3.370, 1.812, 1.332)  -0.0692
C (-3.437, 3.476, -5.089)  -0.1373
C (-0.193, -1.327, -0.655)  -0.0689
C (-2.174, 2.520, -3.251)  -0.2810
C (3.256, -3.678, -1.103)  -0.0849
C (-4.756, -2.334, -1.659)  -0.1335
C (-4.203, -1.842, -0.420)  -0.0820
C (-4.829, 2.942, -0.817)  -0.1722
C (5.459, -2.779, -0.955)  -0.1744
C (0.320, -3.681, 3.472)  -0.0827
C (1.645, 2.724, 5.378)  0.0481
C (-3.298, 3.199, -3.732)  -0.1115
C (3.101, 1.264, -0.993)  -0.1461
C (-3.545, 3.117, -0.497)  -0.2845
H (2.958, 3.334, 6.850)  0.0646
H (-4.293, -2.419, 0.526)  0.1015
H (-0.234, -5.764, 3.584)  0.1121
H (0.189, 2.220, -1.014)  -0.2129
H (6.431, -1.956, -0.268)  0.2353
H (-3.663, 0.071, -3.725)  0.0791
H (0.304, -3.601, 4.633)  0.1399
H (2.407, -1.656, 4.044)  0.1473
H (1.913, -3.999, -0.336)  0.2493
H (1.433, 3.816, 5.284)  0.0863
H (-5.238, -1.873, -3.678)  0.0999
H (-0.317, -5.981, 1.241)  0.0758
H (-1.031, -4.469, -1.201)  0.0699
H (2.744, -4.869, -2.715)  0.1022
H (-0.660, 1.993, -6.115)  0.0540
H (-4.291, 4.179, -5.334)  0.1094
H (-6.027, 5.959, 0.283)  0.0959
H (-1.986, 4.366, 0.409)  0.0913
H (3.126, 3.311, -0.463)  0.1592
H (3.562, -1.085, -1.556)  0.1668
H (-3.561, 6.186, 0.935)  0.0905
H (-0.122, -0.373, -1.274)  0.0567
H (3.606, 0.174, 2.599)  0.0713
H (5.076, -4.554, -3.904)  0.0952
H (-5.356, -3.169, -1.631)  0.0536
H (-0.845, -2.053, -2.343)  0.1599
H (-2.481, 3.394, -7.148)  0.1370
H (-4.050, 3.484, -2.935)  0.0954
H (-0.303, 1.598, -3.775)  0.1175
H (-3.134, -0.218, 0.462)  0.0818
H (3.226, 1.380, -2.012)  0.0711
H (-6.836, 3.957, -0.759)  0.0859
H (3.473, 2.701, 2.060)  0.1399
H (3.591, -0.726, 5.401)  0.1126
H (7.234, -3.294, -2.684)  0.1958
H (-5.130, 1.960, -1.275)  0.1055

***

Record 2
Computed, not measured: C47H36AgClGeN2O2S as an isolated structure in a non-equilibrium geometry, with ωB97M-V with the def2-TZVPD basis set.

Calculated values
HOMO energy   -0.38 eV
Relative energy (zero: lowest compared OMol25 entry of this formula, charge and spin)   29.01 kcal/mol
Orbital gap   4.34 eV
Charge   -2
Energy   -5154.6550 a.u.

Last column: Löwdin charge in e.
Element x y z (Å)
Ag (0.142, -1.810, 1.304)  0.6742
Ge (2.920, -0.088, 1.483)  0.7637
Cl (-4.733, -4.181, -3.968)  0.5311
S (-2.412, 3.721, -3.560)  0.9996
O (-3.910, 3.772, -3.916)  -0.5521
O (-0.794, -3.606, 0.312)  -0.2215
N (-2.675, -0.701, 2.728)  0.1057
N (-4.565, -2.060, 0.846)  0.1124
C (-0.297, 1.402, -6.840)  -0.1004
C (-0.978, 1.279, -0.678)  -0.0934
C (1.093, -0.190, 1.870)  -0.5631
C (-2.972, -3.269, -0.514)  -0.1473
C (-1.665, 1.687, -7.022)  -0.0874
C (-2.017, -4.367, -3.001)  -0.1020
C (4.713, -2.386, 1.173)  -0.1112
C (3.600, 0.564, -3.171)  -0.1369
C (4.851, 1.910, 2.557)  -0.1305
C (-3.398, -2.544, 0.655)  -0.1324
C (-2.006, 0.355, -0.585)  -0.0443
C (-4.591, 0.229, 3.920)  -0.1376
C (-1.885, -0.154, 3.627)  -0.1407
C (4.553, 0.687, -0.931)  -0.0981
C (-4.029, -0.635, 2.913)  -0.1654
C (2.366, -0.174, -1.267)  -0.1434
C (3.523, 1.576, 2.427)  -0.2695
C (-1.132, 2.314, -1.567)  -0.0811
C (-3.753, -3.325, -1.672)  -0.1191
C (-2.292, 2.427, -6.043)  -0.0872
C (-0.172, 2.850, -4.919)  -0.1240
C (4.682, -1.507, 3.395)  -0.1457
C (-1.560, 2.961, -4.977)  -0.3485
C (2.563, 2.363, 3.030)  -0.1269
C (2.446, 0.046, -2.617)  -0.1086
C (4.614, 0.891, -2.320)  -0.1344
C (-6.785, -0.317, 3.206)  -0.1271
C (-1.204, -4.170, -1.901)  -0.0486
C (-3.265, 1.445, -2.334)  -0.0887
C (5.677, -2.373, 3.827)  -0.1039
C (4.253, -1.477, 2.112)  -0.2701
C (5.251, 3.088, 3.213)  -0.1206
C (4.280, 3.810, 3.859)  -0.1396
C (0.458, 2.021, -5.804)  -0.1042
C (-3.136, 0.385, -1.455)  -0.0291
C (6.205, -3.253, 2.864)  -0.1176
C (5.682, -3.273, 1.551)  -0.1029
C (-4.892, -1.291, 2.038)  -0.1630
C (2.931, 3.426, 3.805)  -0.1087
C (-3.676, 0.745, 4.911)  -0.0325
C (-5.991, 0.216, 4.165)  -0.0709
C (-2.315, 0.550, 4.761)  -0.0690
C (-2.296, 2.416, -2.405)  -0.4155
C (-1.624, -3.706, -0.655)  -0.4397
C (3.382, 0.176, -0.400)  -0.2802
C (-3.363, -3.930, -2.858)  -0.6528
C (-6.273, -1.006, 2.154)  -0.0315
H (1.366, -0.531, -0.965)  0.0673
H (-1.877, -0.343, 0.291)  0.0671
H (-6.411, 0.819, 4.934)  0.0910
H (-2.617, -2.384, 1.361)  0.0701
H (3.726, 0.735, -4.228)  0.0808
H (0.461, 3.139, -3.949)  0.1511
H (5.393, 1.070, -0.319)  0.0995
H (-3.941, 1.315, 5.838)  0.1132
H (-0.780, -0.240, 3.383)  0.0415
H (-1.564, -4.676, -3.910)  0.0820
H (1.579, -0.317, -3.155)  0.1004
H (1.652, 1.963, -5.776)  0.1420
H (5.654, 1.320, 2.191)  0.0778
H (6.283, 3.452, 3.211)  0.0892
H (0.174, 0.789, -7.583)  0.0795
H (6.209, -2.335, 4.762)  0.0809
H (-6.675, -1.437, 1.309)  0.0764
H (-0.113, -4.124, -2.145)  0.1242
H (4.363, -2.277, 0.218)  0.0626
H (6.223, -3.939, 0.912)  0.0790
H (1.536, 2.084, 2.796)  0.0713
H (-1.533, 0.887, 5.471)  0.1087
H (2.222, 4.000, 4.341)  0.0747
H (-2.250, 1.145, -7.971)  0.1599
H (5.512, 1.425, -2.736)  0.1021
H (-0.207, 1.291, 0.086)  0.0668
H (-4.761, -2.818, -1.754)  0.1065
H (-3.268, 2.437, -6.012)  0.0458
H (4.159, -0.846, 4.115)  0.1097
H (-4.132, 1.560, -2.924)  0.0906
H (0.860, -0.175, 2.963)  -0.1532
H (4.535, 4.748, 4.374)  0.0874
H (-7.832, -0.062, 3.357)  0.0989
H (-3.906, -0.316, -1.378)  0.0698
H (-0.410, 3.138, -1.699)  0.0987
H (6.840, -4.016, 3.258)  0.0693

***

Record 3
Computed, not measured: C47H37BF2N5O4TeTi as an isolated structure in a non-equilibrium geometry, with ωB97M-V with the def2-TZVPD basis set.

Calculated values
HOMO energy   -10.13 eV
Relative energy (zero: lowest compared OMol25 entry of this formula, charge and spin)   14.43 kcal/mol
Orbital gap   7.19 eV
Charge   +1
Energy   -3730.1354 a.u.

Last column: Löwdin charge in e.
Element x y z (Å)
Te (2.836, 2.263, 2.700)  1.3048
Ti (-0.035, -0.828, 1.053)  1.1083
F (-2.880, 0.522, 2.057)  0.0877
F (-2.731, -0.288, -0.228)  0.1237
O (-2.874, -1.911, 1.466)  0.1298
O (1.682, -1.367, -2.935)  0.1059
O (0.106, -0.424, -0.704)  -0.1687
O (0.862, -3.984, 0.171)  0.1554
N (0.054, -1.147, 3.380)  0.0538
N (-0.296, 1.334, 1.218)  0.0178
N (2.207, -1.218, 1.354)  0.0556
N (-0.903, -2.680, 0.905)  0.0619
N (2.375, -1.581, 3.676)  0.1356
C (-2.144, -2.910, 1.143)  -0.3264
C (3.292, 4.388, -1.688)  -0.0779
C (-1.349, -1.206, 5.350)  -0.0308
C (-0.289, -3.891, 0.473)  -0.3465
C (4.091, -1.713, -0.048)  -0.0214
C (3.521, 4.456, 0.706)  -0.1513
C (-1.086, 2.653, -2.161)  0.0530
C (-2.120, -2.772, -5.403)  -0.0675
C (-1.494, -1.908, -4.516)  -0.0226
C (-3.712, -4.988, 1.113)  0.0270
C (-0.234, -1.415, 6.160)  -0.0335
C (0.016, -3.718, -5.989)  -0.0651
C (-0.669, 1.748, -1.172)  -0.0532
C (2.744, 2.451, -0.371)  -0.1446
C (-2.519, -4.312, 0.961)  -0.0674
C (-2.885, 5.010, 1.276)  -0.0527
C (-2.066, 6.097, 1.009)  -0.0679
C (-0.112, -1.955, -4.357)  -0.1510
C (3.630, 5.075, -0.531)  -0.0827
C (-0.328, 4.612, 0.266)  -0.0418
C (3.067, 3.143, 0.793)  -0.5634
C (-1.023, 2.360, -3.515)  -0.2360
C (-1.155, -1.079, 4.005)  -0.1109
C (-0.789, 5.897, 0.501)  -0.0548
C (-1.345, -6.280, 0.210)  0.0206
C (0.796, 2.881, 2.977)  -0.4567
C (-0.294, 1.878, 2.598)  -0.2695
C (4.834, -2.096, 1.065)  -0.0252
C (4.241, -2.055, 2.304)  0.0063
C (-1.501, 3.357, -4.536)  -0.0370
C (2.853, 3.074, -1.610)  -0.0733
C (-2.544, -6.978, 0.366)  -0.0398
C (0.991, -1.510, 5.564)  0.0059
C (-0.509, 1.123, -3.892)  0.0386
C (2.798, -1.300, 0.143)  -0.1212
C (-2.425, 3.718, 1.049)  -0.0135
C (-0.082, 0.195, -2.952)  -0.0707
C (-0.670, 2.127, 0.262)  -0.1447
C (-0.196, 0.497, -1.596)  -0.2450
C (-1.141, 3.522, 0.555)  -0.2040
C (2.918, -1.614, 2.407)  -0.3154
C (0.586, -1.078, -3.374)  -0.2810
C (-1.360, -4.941, 0.517)  -0.0705
C (-1.365, -3.670, -6.143)  -0.0716
C (-3.702, -6.347, 0.809)  -0.0441
C (0.640, -2.870, -5.091)  -0.0111
C (1.106, -1.395, 4.162)  -0.2735
B (-2.337, -0.398, 1.121)  -0.7011
H (3.380, 4.875, -2.651)  0.1081
H (0.695, 3.090, 4.041)  0.0509
H (-2.583, 3.490, -4.474)  0.0881
H (3.982, 6.097, -0.590)  0.1084
H (-2.005, -0.890, 3.369)  0.0877
H (-1.474, 3.615, -1.865)  0.1273
H (-2.348, -1.133, 5.754)  0.1200
H (0.707, 3.831, 2.451)  0.0398
H (4.775, -2.364, 3.193)  0.1205
H (1.712, -2.900, -4.945)  0.1194
H (-0.191, 1.031, 3.261)  0.0708
H (-1.042, 4.333, -4.378)  0.0840
H (3.040, -1.814, 4.394)  0.1393
H (-2.578, -8.035, 0.136)  0.1135
H (-3.060, 2.863, 1.246)  0.1207
H (-0.444, -6.765, -0.139)  0.1282
H (2.191, -1.032, -0.709)  0.0807
H (0.659, 4.450, -0.143)  0.1074
H (4.492, -1.744, -1.050)  0.1210
H (-1.852, -4.337, -6.843)  0.1076
H (-1.265, 2.318, 2.797)  0.1144
H (-4.611, -6.924, 0.913)  0.1134
H (5.856, -2.434, 0.963)  0.1207
H (-2.083, -1.209, -3.935)  0.1194
H (-1.262, 3.031, -5.547)  0.0786
H (-0.152, 6.744, 0.282)  0.1111
H (0.601, -4.419, -6.570)  0.1078
H (-3.195, -2.744, -5.518)  0.1071
H (2.592, 2.529, -2.505)  0.1080
H (-4.610, -4.487, 1.449)  0.1289
H (-0.436, 0.873, -4.944)  0.1356
H (2.397, 1.430, -0.315)  0.0733
H (3.785, 4.999, 1.605)  0.0921
H (1.883, -1.683, 6.152)  0.1211
H (-2.425, 7.102, 1.188)  0.1081
H (-3.885, 5.164, 1.658)  0.1104
H (-0.329, -1.506, 7.233)  0.1220

***

Which of these has the lowest energy?
number 2

***

The highest relative energy (zero: lowest compared OMol25 entry of this formula, charge and spin) belongs to which entry?
number 1

***

Look up the relative energy (zero: lowest compared OMol25 entry of this formula, charge and spin) of the third one.
14.43 kcal/mol